No. 1
This record from the Open Molecules 2025 dataset describes an isolated ion of composition C9H8NOS2 and charge -1 at a distorted geometry. The level of theory is ωB97M-V/def2-TZVPD.

Last column: Löwdin charge in e.
Cartesian coordinates (Å):
O: -3.167 -2.556 0.625  -0.0122
C: -3.081 -1.439 0.160  -0.6931
S: -4.472 -0.394 -0.160  0.8839
C: -3.420 1.012 -0.733  -1.1191
S: -3.067 2.290 0.387  0.2468
N: -1.926 0.361 -0.895  0.0763
C: -1.860 -0.745 -0.274  -0.3504
C: -0.530 -1.351 0.133  -0.2563
C: -0.161 -0.647 1.410  -0.0602
C: 0.614 0.423 1.409  -0.0999
C: 1.194 0.987 0.153  -0.1948
C: 1.290 -0.058 -0.913  -0.1077
C: 0.509 -1.124 -0.917  -0.0769
H: -3.772 1.340 -1.705  0.0144
H: -0.687 -2.421 0.309  0.1339
H: -0.620 -1.017 2.315  0.1100
H: 0.838 0.950 2.327  0.0965
H: 0.522 1.780 -0.203  0.1149
H: 2.171 1.441 0.348  0.1010
H: 2.017 0.107 -1.697  0.0915
H: 0.563 -1.858 -1.711  0.1015

Its charge is -1. The HOMO energy is -3.339 eV. Its structure (SMILES) is O=C1S[C@@H]([S-])N=C1C1C=CCC=C1. Its frontier orbital gap is 6.8 eV. As for the spin multiplicity: 1.

No. 2
This record from the Open Molecules 2025 dataset describes a 2-piece molecular cluster, H4N4O2 overall at a distorted geometry. The level of theory is ωB97M-V/def2-TZVPD.

Last column: Löwdin charge in e.
Cartesian coordinates (Å):
H: -3.320 1.597 0.376  0.0497
N: -2.616 1.267 -0.256  0.1029
N: -1.673 0.707 0.284  -0.1213
N: -0.580 0.248 -0.074  0.0208
N: -0.153 -0.982 0.034  -0.1647
O: -0.864 -2.029 0.048  -0.0732
H: 0.900 -0.935 -0.125  0.1285
O: 2.645 -0.317 -0.049  -0.0661
H: 2.252 0.349 -0.638  0.0509
H: 3.409 0.096 0.400  0.0727

The HOMO energy (spin up / spin down) is -8.336 / -8.340 eV. Its structure (SMILES) is [H]/N=N/N=[NH+]\[O-].O. Its frontier orbital gap (spin up / spin down) is 8.3 / 8.3 eV. As for the spin multiplicity: 1.

No. 3
This record from the Open Molecules 2025 dataset describes a single C4H8O3 molecule at a distorted geometry. The level of theory is ωB97M-V/def2-TZVPD.

Last column: Löwdin charge in e.
Cartesian coordinates (Å):
C: 1.216 0.742 -2.092  -0.0459
C: 0.195 0.351 -1.062  -0.4560
O: -0.589 1.490 -0.800  -0.0161
C: 0.857 -0.190 0.214  -0.0512
C: -0.228 -0.621 1.172  -0.5292
O: -0.891 0.126 1.838  0.1104
O: -0.498 -1.946 1.115  0.0984
H: 1.914 1.412 -1.581  0.0894
H: 1.749 -0.055 -2.602  0.0839
H: 0.682 1.338 -2.831  0.0845
H: -0.446 -0.436 -1.476  0.1503
H: -1.514 1.266 -0.710  0.0968
H: 1.431 0.574 0.710  0.1318
H: 1.412 -1.091 -0.043  0.1292
H: -1.321 -2.065 1.609  0.1236

The HOMO energy is -10.308 eV. Its structure (SMILES) is C[C@H](O)CC(=O)O. Its frontier orbital gap is 11.0 eV. As for the spin multiplicity: 1.

No. 4
This record from the Open Molecules 2025 dataset describes a single C4H7N3O molecule at a distorted geometry. The level of theory is ωB97M-V/def2-TZVPD.

Last column: Löwdin charge in e.
Cartesian coordinates (Å):
C: -2.044 -0.342 -0.975  -0.1130
N: -1.197 0.727 -1.640  -0.0360
N: -0.027 0.918 -1.396  0.0191
C: 0.590 0.248 -0.343  -0.4174
C: 0.376 -0.756 0.521  -0.0986
N: 1.393 -0.685 1.497  -0.0491
O: 2.517 0.021 0.919  -0.0800
C: 1.575 1.030 0.231  -0.1543
H: -1.634 -1.327 -0.994  0.0438
H: -2.006 -0.139 0.109  0.0524
H: -3.193 -0.261 -1.101  0.1027
H: -0.637 -1.524 0.844  0.2026
H: 1.601 -1.632 1.914  0.1531
H: 0.715 1.763 0.902  0.1982
H: 1.972 1.959 -0.486  0.1767

The HOMO energy is -8.378 eV. Its structure (SMILES) is C/N=N\C1=CNOC1. Its frontier orbital gap is 8.7 eV. As for the spin multiplicity: 1.

No. 5
This record from the Open Molecules 2025 dataset describes a single C5H10O molecule. The level of theory is ωB97M-V/def2-TZVPD.

Last column: Löwdin charge in e.
Cartesian coordinates (Å):
C: -2.129 0.354 0.374  -0.1159
C: -0.922 -0.242 -0.347  -0.2303
C: 0.341 -0.233 0.499  -0.2428
C: 1.518 -1.082 0.086  -0.0671
C: 1.613 0.400 -0.018  -0.3480
O: 1.650 0.916 -1.315  -0.0189
H: -1.948 1.390 0.683  0.0734
H: -2.367 -0.222 1.276  0.0717
H: -3.017 0.343 -0.268  0.0688
H: -1.158 -1.271 -0.642  0.1108
H: -0.732 0.303 -1.281  0.1062
H: 0.180 -0.137 1.573  0.1346
H: 2.097 -1.600 0.845  0.1016
H: 1.417 -1.611 -0.860  0.1161
H: 2.253 0.920 0.697  0.1404
H: 1.203 1.772 -1.302  0.0995

The HOMO energy is -9.682 eV. Its structure (SMILES) is CC[C@H]1C[C@H]1O. Its frontier orbital gap is 10.6 eV. As for the spin multiplicity: 1.

No. 6
This record from the Open Molecules 2025 dataset describes a 2-piece molecular cluster, C4H9N3O overall at a distorted geometry. The level of theory is ωB97M-V/def2-TZVPD.

Last column: Löwdin charge in e.
Cartesian coordinates (Å):
C: -1.190 0.991 0.599  -0.1043
N: -0.863 0.299 -0.642  -0.0544
C: -0.843 -1.125 -0.921  -0.5014
C: -0.225 -2.090 0.048  -0.0296
O: -1.415 -1.499 -1.929  0.0467
H: -2.230 1.328 0.582  0.0802
H: -0.702 1.959 0.449  0.0561
H: -0.852 0.409 1.454  0.0849
H: -1.364 0.733 -1.416  0.1252
H: 0.679 -2.436 -0.457  0.0712
H: -0.825 -3.007 0.072  0.0896
H: 0.014 -1.651 1.015  0.0668
N: 2.082 -0.368 -0.735  0.1512
C: 1.630 0.589 -0.209  -0.3529
N: 1.879 1.650 0.611  0.0713
H: 2.757 1.671 1.126  0.1084
H: 1.468 2.546 0.354  0.0911

The HOMO energy is -8.947 eV. Its structure (SMILES) is CNC(C)=O.N#CN. Its frontier orbital gap is 9.3 eV. As for the spin multiplicity: 1.

No. 7
This record from the Open Molecules 2025 dataset describes a single C23H25F3O4 molecule at a distorted geometry. The level of theory is ωB97M-V/def2-TZVPD.

Last column: Löwdin charge in e.
Cartesian coordinates (Å):
C: -4.555 1.377 1.251  -0.0659
C: -3.447 1.966 0.429  -0.1883
O: -2.588 0.833 0.095  0.0261
C: -1.500 1.215 -0.564  -0.4648
O: -1.358 2.383 -0.932  0.0628
C: -0.422 0.180 -0.834  -0.1452
C: -0.803 -1.157 -0.158  -0.3857
O: -1.441 -1.336 0.857  0.1344
O: -0.300 -2.192 -0.870  -0.0390
C: -0.636 -3.558 -0.478  -0.1787
C: -0.069 -3.876 0.874  -0.0711
C: -0.463 -0.054 -2.438  -0.2974
C: 0.805 0.274 -3.155  -0.0604
C: -1.633 0.540 -3.220  -0.0526
C: 0.787 0.674 -0.114  -0.1303
C: 2.123 -0.064 -0.302  -0.1383
C: 3.024 0.547 -1.192  -0.0715
C: 4.235 -0.034 -1.540  -0.0608
C: 4.680 -1.166 -0.855  -0.0067
C: 3.839 -1.692 0.114  -0.2259
F: 4.308 -2.726 0.899  0.0299
C: 2.560 -1.193 0.388  0.0380
C: 0.487 1.015 1.382  -0.1074
C: 0.877 0.275 2.501  0.0561
C: 0.598 0.777 3.779  -0.2159
F: 1.002 0.030 4.866  0.0368
C: -0.008 2.002 4.015  0.0677
C: -0.356 2.727 2.882  -0.2224
F: -0.997 3.936 3.024  0.0428
C: -0.079 2.272 1.602  0.0281
H: -5.200 2.199 1.579  0.0819
H: -5.151 0.667 0.661  0.0846
H: -4.151 0.865 2.134  0.0882
H: -3.811 2.442 -0.497  0.1353
H: -2.846 2.684 1.011  0.1229
H: -1.730 -3.672 -0.477  0.1313
H: -0.192 -4.185 -1.264  0.1279
H: -0.222 -4.936 1.087  0.0840
H: 1.004 -3.654 0.905  0.0725
H: -0.595 -3.278 1.625  0.0762
H: -0.596 -1.132 -2.494  0.1257
H: 1.609 -0.371 -2.806  0.0760
H: 0.657 0.039 -4.213  0.0876
H: 1.078 1.333 -3.075  0.0972
H: -2.604 0.086 -2.976  0.0922
H: -1.692 1.634 -3.118  0.0854
H: -1.441 0.318 -4.279  0.0832
H: 1.021 1.674 -0.519  0.1487
H: 2.748 1.505 -1.634  0.1151
H: 4.842 0.438 -2.311  0.1129
H: 5.643 -1.621 -1.068  0.1189
H: 1.998 -1.649 1.202  0.0970
H: 1.449 -0.646 2.441  0.1024
H: -0.203 2.372 5.019  0.1348
H: -0.285 2.920 0.757  0.1239

The HOMO energy is -9.305 eV. Its structure (SMILES) is CCOC(=O)C(C(=O)OCC)(C(C)C)[C@H](c1cccc(F)c1)c1cc(F)cc(F)c1. Its frontier orbital gap is 10.0 eV. As for the spin multiplicity: 1.

No. 8
This record from the Open Molecules 2025 dataset describes a single C3H5Cl5Si molecule at a distorted geometry. The level of theory is ωB97M-V/def2-TZVPD.

Last column: Löwdin charge in e.
Cartesian coordinates (Å):
C: -0.873 -1.049 0.755  -0.1663
C: -0.234 -0.237 -0.355  -0.5443
C: -0.881 1.110 -0.573  -1.1172
Cl: -0.898 2.099 0.899  0.5876
Cl: -2.576 0.905 -1.146  0.5688
Si: 1.860 -0.026 -0.061  -0.6808
Cl: 2.662 -1.851 -0.323  0.3421
Cl: 2.562 1.268 -1.433  0.3498
Cl: 2.200 0.628 1.802  0.3464
H: -0.723 -0.577 1.723  0.0519
H: -1.944 -1.139 0.576  0.0606
H: -0.443 -2.046 0.782  0.0706
H: -0.331 -0.780 -1.300  0.0953
H: -0.379 1.693 -1.347  0.0355

The HOMO energy is -10.510 eV. Its structure (SMILES) is C[C@@H](C(Cl)Cl)[Si](Cl)(Cl)Cl. Its frontier orbital gap is 10.9 eV. As for the spin multiplicity: 1.